Entry 1:
# C3H3NO2

An isolated molecule of C3H3NO2 (the ωB97M-V functional and the def2-TZVPD basis, the OMol25 dataset).

* max |F|: 4.7 eV Å⁻¹
* E_LUMO: -0.7 eV
* relative energy (zero: lowest compared OMol25 entry of this formula, charge and spin): 3.768 eV
* SMILES: O=c1nc1CO
* HOMO: -10.27 eV

Last column: natural (NBO) charge in e.
CARTESIAN COORDINATES (ANGSTROEM)
O (-3.89, -0.56, -0.10)  -0.511
O (0.80, 0.93, -0.13)  -0.684
N (-2.18, 1.17, -0.04)  -0.368
C (-2.89, 0.01, -0.02)  0.625
C (-1.46, -0.05, 0.22)  0.162
C (0.00, -0.23, -0.10)  -0.139
H (0.07, -0.65, -1.12)  0.222
H (0.39, -0.97, 0.49)  0.209
H (0.11, 1.65, -0.23)  0.485


Entry 2:
# C37H41BGeNO12P2STa

A structure of composition C37H41BGeNO12P2STa (the ωB97M-V functional and the def2-TZVPD basis, the OMol25 dataset).

* max |F|: 0.9 eV Å⁻¹
* E_LUMO: -0.1 eV
* relative energy (zero: lowest compared OMol25 entry of this formula, charge and spin): 0.272 eV
* HOMO: -8.48 eV

Last column: Mulliken charge in e.
CARTESIAN COORDINATES (ANGSTROEM)
Ta (0.60, 0.43, -0.27)  1.299
Ge (3.44, -0.78, 1.02)  1.499
S (-5.68, -2.56, -1.48)  1.420
P (-1.36, 2.15, 0.43)  1.026
P (-2.06, -0.43, 1.63)  0.498
O (-0.65, -0.66, 1.07)  -0.505
O (-6.47, -2.05, -2.55)  -0.652
O (-3.65, 1.74, 1.51)  -0.649
O (-1.89, 3.62, 0.25)  -0.641
O (-2.02, -0.93, 3.15)  -0.517
O (-5.90, -3.88, -0.98)  -0.663
O (-3.26, -0.96, 0.93)  -0.599
O (1.05, 0.64, -3.58)  -0.556
O (-5.82, -1.52, -0.30)  -0.477
O (0.14, 2.17, 0.78)  -0.945
O (-1.45, 1.24, -0.79)  -0.612
O (1.73, 2.60, -2.60)  -0.362
N (0.06, -1.33, -1.63)  -0.225
C (2.28, 2.24, -6.68)  0.543
C (-3.53, -1.27, -2.55)  -0.764
C (-2.28, 1.40, 1.79)  0.884
C (1.88, 0.77, -8.71)  -2.065
C (1.88, -4.23, 2.95)  -0.717
C (2.42, -2.97, 2.71)  -0.361
C (1.99, 2.64, -3.96)  1.109
C (1.85, 3.24, -8.95)  -1.626
C (4.00, 2.04, -8.49)  -1.564
C (-2.18, -0.95, -2.55)  -0.449
C (-3.08, -3.22, -1.18)  -0.526
C (2.40, -0.16, -0.53)  -0.201
C (2.54, 2.04, 4.09)  -0.709
C (2.10, -4.76, 0.62)  -0.752
C (2.54, 1.36, 2.87)  -0.352
C (-3.96, -2.37, -1.83)  -0.302
C (6.00, -2.06, 0.37)  -0.490
C (5.92, 0.31, -0.03)  -0.394
C (4.25, 0.57, 4.91)  -0.713
C (7.32, -2.09, -0.08)  -0.617
C (2.80, -2.58, 1.43)  0.001
C (-1.87, 1.94, 3.15)  -1.717
C (-1.31, -1.74, -1.82)  0.521
C (3.39, 1.64, 5.11)  -0.504
C (1.71, 1.23, -5.90)  -0.650
C (1.72, -5.12, 1.91)  -0.549
C (2.63, -3.50, 0.39)  -0.185
C (7.93, -0.92, -0.50)  -0.439
C (5.29, -0.86, 0.39)  0.005
C (2.68, 3.43, -6.07)  -0.539
C (3.39, 0.28, 2.66)  0.028
C (2.49, 2.07, -8.19)  1.999
C (-1.73, -2.89, -1.18)  -0.668
C (1.59, 1.47, -4.55)  0.021
C (2.55, 3.66, -4.70)  -2.137
C (7.24, 0.28, -0.47)  -0.636
C (4.25, -0.10, 3.69)  -0.494
B (1.16, 1.35, -2.37)  0.451
H (7.71, 1.20, -0.80)  0.400
H (0.50, -1.09, -2.52)  0.407
H (-0.84, 1.66, 3.38)  0.329
H (2.02, 0.71, -9.79)  0.428
H (-1.95, 3.03, 3.16)  0.401
H (3.39, 2.16, 6.06)  0.397
H (0.80, 0.72, -8.51)  0.420
H (0.78, 3.32, -8.71)  0.382
H (0.59, -2.09, -1.22)  0.225
H (1.30, -6.11, 2.09)  0.398
H (4.48, 1.21, -7.97)  0.370
H (-5.00, -1.45, 0.23)  0.582
H (2.35, -0.11, -8.28)  0.364
H (-2.86, 3.65, 0.26)  0.425
H (3.06, -0.45, -1.36)  0.801
H (-2.53, -1.73, 3.28)  0.372
H (-2.53, 1.53, 3.91)  0.392
H (4.48, 2.97, -8.16)  0.339
H (3.13, 4.21, -6.67)  0.379
H (2.93, -3.23, -0.62)  0.523
H (4.94, -0.92, 3.54)  0.433
H (-4.07, 0.95, 1.12)  0.413
H (4.93, 0.26, 5.69)  0.403
H (5.39, 1.26, -0.01)  0.347
H (1.38, 0.29, -6.32)  0.568
H (5.52, -2.98, 0.69)  0.311
H (2.86, 4.59, -4.24)  0.497
H (1.59, -4.51, 3.96)  0.429
H (2.32, 4.19, -8.70)  0.324
H (8.96, -0.94, -0.84)  0.383
H (-1.82, -0.06, -3.05)  0.393
H (2.53, -2.27, 3.54)  0.364
H (1.98, -5.46, -0.20)  0.440
H (-3.45, -4.08, -0.65)  0.455
H (4.17, 1.93, -9.56)  0.428
H (1.95, 3.09, -10.02)  0.447
H (1.89, 1.73, 2.09)  0.432
H (-4.24, -0.64, -3.05)  0.479
H (7.86, -3.02, -0.09)  0.403
H (1.88, 2.88, 4.23)  0.443
H (-1.02, -3.51, -0.64)  0.495


Entry 3:
# C16H34O

An isolated molecule of C16H34O (the ωB97M-V functional and the def2-TZVPD basis, the OMol25 dataset).

* max |F|: 0.5 eV Å⁻¹
* E_LUMO: 1.0 eV
* relative energy (zero: lowest compared OMol25 entry of this formula, charge and spin): 0.070 eV
* SMILES: CCCCCCCCCCCCCCCCO
* HOMO: -10.21 eV

Last column: natural (NBO) charge in e.
CARTESIAN COORDINATES (ANGSTROEM)
O (-4.01, 1.84, -0.89)  -0.724
C (-1.90, -2.80, 0.80)  -0.392
C (2.71, -1.87, -1.16)  -0.403
C (3.50, -1.43, 0.07)  -0.401
C (-2.81, 1.93, -0.14)  -0.057
C (-1.97, 3.06, -0.72)  -0.410
C (0.30, 2.25, 0.12)  -0.399
C (3.30, 1.14, -0.22)  -0.401
C (1.22, -1.51, -1.12)  -0.383
C (-4.15, -2.04, -0.14)  -0.613
C (2.53, 1.46, 1.06)  -0.395
C (-1.03, -1.89, -0.06)  -0.383
C (0.40, -2.41, -0.20)  -0.397
C (-0.73, 3.38, 0.11)  -0.388
C (-3.27, -2.20, 1.10)  -0.388
C (4.22, -0.08, -0.08)  -0.385
C (1.56, 2.63, 0.90)  -0.387
H (0.39, -3.42, -0.60)  0.195
H (-1.39, -2.99, 1.75)  0.199
H (1.97, 0.58, 1.38)  0.191
H (-5.14, -1.69, 0.14)  0.206
H (2.85, -1.40, 0.94)  0.193
H (1.10, -0.47, -0.80)  0.193
H (-2.61, 3.95, -0.79)  0.211
H (-3.14, -1.22, 1.58)  0.190
H (-4.26, -3.00, -0.65)  0.205
H (2.06, 3.46, 0.41)  0.195
H (0.87, -2.45, 0.79)  0.192
H (1.26, 2.96, 1.90)  0.198
H (-0.15, 1.37, 0.58)  0.190
H (3.25, 1.69, 1.84)  0.201
H (-1.03, 3.61, 1.13)  0.193
H (2.62, 0.99, -1.06)  0.194
H (-3.71, -1.33, -0.84)  0.201
H (0.56, 2.00, -0.91)  0.197
H (2.79, -2.95, -1.28)  0.201
H (3.93, 2.01, -0.47)  0.202
H (3.16, -1.42, -2.05)  0.199
H (-0.26, 4.28, -0.31)  0.203
H (0.81, -1.58, -2.13)  0.200
H (-3.79, -2.84, 1.81)  0.200
H (-2.27, 0.98, -0.19)  0.156
H (-1.68, 2.79, -1.74)  0.201
H (4.27, -2.17, 0.28)  0.207
H (4.86, 0.07, 0.79)  0.197
H (-2.03, -3.76, 0.30)  0.193
H (-3.04, 2.15, 0.92)  0.151
H (-1.46, -1.79, -1.05)  0.195
H (-4.53, 1.11, -0.55)  0.469
H (-0.99, -0.89, 0.40)  0.187
H (4.86, -0.13, -0.96)  0.198


Q: Which of these has the lowest HOMO?
A: C3H3NO2


Q: max |F| of number 2 (C37H41BGeNO12P2STa)?
A: 0.9 eV Å⁻¹


Q: Which formula does entry 1 have?
A: C3H3NO2


Q: Which value of HOMO does entry 2 give?
A: -8.48 eV